DFT (ωB97M-V/def2-TZVPD) results for C5H10O in the gas phase.

```
16
Properties=species:S:1:pos:R:3:forces:R:3:lowdin_charge:R:1
C 0.274709 -1.422028 0.996079 0.026 -0.156 0.116 -0.11
C 1.040644 -0.862294 -0.199900 -0.052 -0.034 -0.012 -0.22
C 0.625602 0.580176 -0.471061 0.066 -0.013 0.102 -0.23
C -0.501679 0.923515 -1.410633 -0.077 0.082 -0.179 -0.07
C -0.668183 1.228240 0.032926 0.073 0.355 -0.141 -0.33
O -1.752562 0.579975 0.650205 0.037 0.160 0.181 -0.05
H 0.628039 -0.929910 1.910777 -0.077 -0.159 -0.045 0.08
H 0.376986 -2.501694 1.108717 0.193 0.018 0.021 0.07
H -0.783051 -1.187846 0.887699 0.220 -0.378 0.040 0.05
H 2.121072 -0.904410 -0.004933 -0.226 0.076 -0.028 0.10
H 0.882206 -1.482765 -1.090992 -0.087 0.117 0.123 0.11
H 1.455119 1.287911 -0.510600 -0.208 -0.111 0.160 0.13
H -0.407000 1.737034 -2.121575 0.053 -0.145 0.014 0.10
H -1.080268 0.067453 -1.754356 0.021 0.193 0.052 0.12
H -0.550832 2.256763 0.366389 -0.061 -0.020 -0.174 0.14
H -1.660802 0.629881 1.611258 0.100 0.014 -0.230 0.10
```
Positions in Å, forces in eV/Å.

Computed properties:
E_tot in eV: -7393.24605
LUMO in eV: 0.967
ΔE to the lowest compared entry with this formula, charge and spin in kJ/mol: 146.6
Molecular weight in g/mol: 86.13
Highest occupied orbital energy in hartree: -0.346
Charge: 0

---

DFT (ωB97M-V/def2-TZVPD) results for 2 unconnected molecules or ions with the total composition C18H12F2N3O4S at a distorted geometry.

```
40
Properties=species:S:1:pos:R:3:forces:R:3:lowdin_charge:R:1
C 0.093662 -3.796069 -1.767181 0.368 -0.873 0.024 -0.09
C -1.054729 -3.485696 -0.885520 -1.548 1.330 0.114 -0.30
C -1.606618 -4.571216 -0.162775 -0.505 -1.435 1.025 -0.28
N -2.064051 -5.476421 0.436331 0.825 1.507 -1.047 0.09
C -1.833950 -2.304095 -0.940098 0.428 -1.044 -0.179 -0.20
C -1.518666 -1.162128 -1.766107 -0.424 0.609 -0.098 -0.05
C -2.335756 -0.037339 -1.780359 0.321 -0.552 0.410 -0.04
C -3.504421 -0.005943 -0.980162 -0.004 0.833 -0.288 -0.21
N -4.223663 1.205428 -0.765864 -0.609 0.222 0.061 -0.36
O -5.266411 1.148403 -0.060848 1.315 0.433 -0.969 -0.03
O -3.804207 2.282532 -1.260035 -0.430 -1.170 0.499 -0.03
C -3.917927 -1.152039 -0.286416 0.937 -0.983 0.346 -0.02
C -3.078859 -2.249347 -0.229458 -1.085 0.884 0.089 -0.04
H 0.482894 -2.961047 -2.346909 -0.059 0.012 0.163 0.06
H 0.884283 -4.224765 -1.144448 0.332 0.143 -0.263 0.07
H -0.208017 -4.601345 -2.454620 0.234 0.192 -0.174 0.08
H -0.627046 -1.192091 -2.400453 -0.367 0.089 0.237 0.09
H -2.090704 0.842322 -2.378903 -0.035 -0.288 0.181 0.10
H -4.868540 -1.144547 0.234072 0.203 0.021 0.003 0.11
H -3.400861 -3.106103 0.357358 0.128 0.093 -0.192 0.09
F 4.110965 -0.516006 5.125179 -0.698 0.492 -1.162 -0.02
C 3.331729 0.038309 4.114694 -0.329 0.334 0.965 -0.59
F 3.343957 1.414789 4.275433 -0.052 -1.484 -0.097 0.00
S 4.005846 -0.458683 2.515549 0.377 1.085 -0.471 1.07
N 3.209316 0.733321 1.557556 0.553 -1.105 0.750 -0.27
C 3.648492 2.072187 1.295875 0.922 0.470 0.309 -0.36
O 4.634673 2.607242 1.773446 -1.707 -0.928 -0.843 0.10
C 2.609234 2.596258 0.330405 -0.220 0.409 0.201 -0.08
C 1.727501 1.565373 0.037049 -0.849 0.096 -0.007 -0.10
C 0.553613 1.743290 -0.686276 0.364 0.038 0.127 0.03
C 0.277588 3.030779 -1.155977 0.297 -0.036 0.042 -0.03
C 1.175512 4.087789 -0.887224 0.117 -0.287 0.244 -0.06
C 2.334667 3.898462 -0.108543 0.096 -0.528 -0.043 0.00
C 2.043256 0.364197 0.845334 -0.979 -1.570 -0.055 -0.39
O 1.431792 -0.698995 0.945018 1.549 2.362 -0.156 0.10
H 2.297504 -0.358039 4.194635 0.558 0.573 0.328 0.13
H -0.095218 0.873050 -0.816060 -0.023 0.458 -0.065 0.10
H -0.658459 3.195882 -1.699314 0.414 0.105 0.173 0.11
H 0.958742 5.086829 -1.263245 -0.042 -0.232 0.129 0.10
H 3.002878 4.715467 0.188865 -0.373 -0.275 -0.311 0.12
```
Positions in Å, forces in eV/Å.

Computed properties:
E_tot in eV: -47789.88105
LUMO in eV: 1.220
ΔE to the lowest compared entry with this formula, charge and spin in kJ/mol: 0.0
Molecular weight in g/mol: 404.37
Highest occupied orbital energy in hartree: -0.122
Charge: -1